C23H18BClCoN7O4S2 | the ωB97M-V functional and the def2-TZVPD basis

Structure (XYZ):
```
57
C23H18BClCoN7O4S2 the ωB97M-V functional and the def2-TZVPD basis
Co -0.043 0.289 1.070
C 2.110 -0.048 -2.456
C 0.900 0.026 -1.765
N 1.138 0.132 -0.464
N 2.471 0.131 -0.286
C 3.079 0.025 -1.474
B 3.026 0.210 1.146
N 2.454 1.483 1.796
C 3.029 2.480 2.481
C 2.034 3.305 2.970
C 0.844 2.724 2.532
N 1.118 1.634 1.827
N 2.407 -0.974 1.924
C 2.968 -1.998 2.577
C 1.962 -2.803 3.074
C 0.782 -2.181 2.665
N 1.066 -1.082 1.974
H 2.255 -0.140 -3.517
H -0.114 0.012 -2.126
H 4.154 0.003 -1.534
H 4.220 0.185 1.165
H 4.101 2.531 2.570
H 2.152 4.199 3.555
H -0.180 3.021 2.679
H 4.040 -2.077 2.645
H 2.063 -3.704 3.651
H -0.240 -2.467 2.847
Cl -5.253 -3.134 4.596
C -4.012 -2.093 3.966
C -3.524 -1.043 4.761
C -2.552 -0.201 4.295
C -2.004 -0.358 2.997
O -1.118 0.493 2.597
C -2.503 -1.431 2.215
C -2.080 -1.625 0.872
O -1.134 -1.069 0.287
C -3.521 -2.276 2.709
H -3.935 -0.901 5.752
H -2.187 0.618 4.899
H -2.639 -2.359 0.282
H -3.911 -3.064 2.077
O -5.775 0.319 -0.218
S -5.061 1.127 0.727
O -5.435 1.075 2.110
N -3.436 0.831 0.586
C -2.793 1.882 0.206
S -1.100 1.990 -0.029
C -3.638 3.087 -0.078
C -3.260 4.343 -0.518
C -4.254 5.298 -0.701
C -5.589 5.003 -0.443
C -5.967 3.742 0.005
C -4.968 2.808 0.174
H -2.220 4.569 -0.708
H -3.986 6.287 -1.047
H -6.342 5.765 -0.592
H -7.001 3.502 0.211
```

Output
LUMO level   -0.159 eV
Kohn-Sham gap   7.866 eV
HOMO level   -8.025 eV

=====

C2H2NO3S | the ωB97M-V functional and the def2-TZVPD basis

Structure (XYZ):
```
9
C2H2NO3S the ωB97M-V functional and the def2-TZVPD basis
C 0.425 -0.744 0.032
C 0.759 0.778 -0.015
N -2.324 0.036 0.332
O -3.378 -0.088 -0.108
O -0.174 1.554 -0.183
O 1.951 1.105 -0.048
S -1.032 -1.456 -0.191
H 1.141 -1.595 0.004
H 2.633 0.411 0.178
```

Output
LUMO level   -7.598 eV
Kohn-Sham gap   7.634 eV
HOMO level   -15.232 eV
Charge   +1

=====

C4H10ClNSi | the ωB97M-V functional and the def2-TZVPD basis

Structure (XYZ):
```
17
C4H10ClNSi the ωB97M-V functional and the def2-TZVPD basis
C -1.795 -2.085 -0.012
C -1.103 -1.024 -0.242
C -3.236 -1.955 0.401
C 1.815 2.645 -0.551
N 2.729 1.477 -0.366
Si 2.063 0.160 0.428
Cl 3.392 -1.308 0.077
H -1.336 -3.048 0.145
H -1.534 -0.023 -0.375
H -3.322 -0.886 0.602
H -3.358 -2.499 1.441
H -4.045 -2.233 -0.305
H 0.884 2.427 -0.019
H 2.342 3.452 -0.108
H 1.520 2.832 -1.653
H 3.111 1.411 -1.305
H 1.872 0.657 1.840
```

Output
LUMO level (spin up / spin down)   -0.243 / -0.060 eV
Kohn-Sham gap (spin up / spin down)   8.612 / 7.160 eV
HOMO level (spin up / spin down)   -8.854 / -7.219 eV

=====

C16H12F6NO6PPdS2 | the ωB97M-V functional and the def2-TZVPD basis

Structure (XYZ):
```
45
C16H12F6NO6PPdS2 the ωB97M-V functional and the def2-TZVPD basis
Pd 0.937 -1.566 -0.209
O 5.089 1.388 0.672
C 4.079 0.686 0.464
O 3.884 -0.509 0.730
C 2.866 1.505 -0.093
P 1.201 0.721 -0.004
C 0.624 1.253 1.644
C 1.541 1.287 2.697
C 1.127 1.586 3.986
C -0.211 1.843 4.252
C -1.133 1.781 3.218
C -0.722 1.483 1.926
C 0.319 1.829 -1.182
C -0.260 3.059 -0.878
C -0.856 3.831 -1.867
C -0.874 3.391 -3.182
C -0.293 2.170 -3.500
C 0.286 1.395 -2.509
H 3.048 1.712 -1.150
H 2.850 2.473 0.425
H 2.583 1.062 2.506
H 1.856 1.604 4.788
H -0.535 2.071 5.261
H -2.186 1.947 3.414
H -1.459 1.374 1.141
H -0.232 3.430 0.141
H -1.307 4.781 -1.606
H -1.347 3.989 -3.952
H -0.316 1.806 -4.520
H 0.689 0.410 -2.743
F -3.520 -3.229 -2.045
C -3.416 -2.406 -0.985
F -3.962 -3.044 0.071
F -4.203 -1.331 -1.245
S -1.663 -1.846 -0.687
O -1.872 -1.007 0.469
O -1.363 -1.269 -1.974
N -1.162 -3.319 -0.416
S 0.232 -4.017 -0.358
O 1.063 -3.917 -1.536
O 0.878 -4.057 0.932
C -0.443 -5.738 -0.496
F -1.283 -6.043 0.509
F -1.103 -5.929 -1.649
F 0.567 -6.641 -0.462
```

Output
LUMO level   4.731 eV
Kohn-Sham gap   6.264 eV
HOMO level   -1.533 eV
Charge   -2

=====

C4H8NO2 | the ωB97M-V functional and the def2-TZVPD basis

Structure (XYZ):
```
15
C4H8NO2 the ωB97M-V functional and the def2-TZVPD basis
C -0.711 0.939 0.543
C -2.113 0.733 0.145
C 0.236 0.033 -0.088
C 1.972 -1.452 0.101
N -2.234 -0.760 -0.246
O -3.378 -1.140 -0.069
O 1.109 -0.529 0.638
H -0.523 2.025 0.533
H -0.461 0.849 1.577
H -2.865 1.156 0.857
H -2.408 1.199 -0.810
H 0.063 0.028 -1.190
H 2.038 -2.122 0.898
H 2.802 -0.904 -0.263
H 1.508 -1.795 -0.806
```

Output
LUMO level   -5.868 eV
Kohn-Sham gap   7.909 eV
HOMO level   -13.778 eV
Charge   +1

=====

C12H14O3 | the ωB97M-V functional and the def2-TZVPD basis

Structure (XYZ):
```
29
C12H14O3 the ωB97M-V functional and the def2-TZVPD basis
C 0.015 -3.152 0.427
C -0.729 -2.234 -0.425
O -0.923 -1.961 -1.609
O -1.374 -1.586 0.625
C -1.658 -0.345 0.146
C -3.025 0.091 0.328
C -3.234 1.410 -0.021
C -2.276 2.280 -0.490
C -0.996 1.780 -0.570
C -0.702 0.487 -0.279
C 0.621 -0.081 -0.333
O 0.902 -1.204 -0.779
C 1.793 0.764 0.302
C 2.532 -0.267 1.083
C 2.373 1.603 -0.823
H -0.703 -3.827 0.893
H 0.271 -2.499 1.161
H 0.847 -3.759 0.039
H -3.778 -0.637 0.585
H -4.324 1.787 0.144
H -2.536 3.412 -0.654
H -0.128 2.279 -0.973
H 1.241 1.572 0.859
H 2.823 -0.932 0.372
H 1.820 -0.624 1.752
H 3.548 0.044 1.605
H 1.929 1.408 -1.775
H 3.441 1.527 -0.913
H 2.229 2.664 -0.674
```

Output
LUMO level   0.214 eV
Kohn-Sham gap   9.196 eV
HOMO level   -8.982 eV
SMILES string   CC(=O)Oc1ccccc1C(=O)C(C)C

=====

| no. | energy (a.u.) | M (g/mol) |
| --- | --- | --- |
| 1 | -4235.8536 | 625.77 |
| 2 | -755.6471 | 120.11 |
| 3 | -962.7180 | 135.67 |
| 4 | -2987.9730 | 629.79 |
| 5 | -362.0076 | 102.11 |
| 6 | -691.2443 | 206.24 |